12
Properties=species:S:1:pos:R:3:forces:R:3:lowdin_charge:R:1 method="wB97M-V/def2-TZVPD" e_lumo_ev=0.76 smiles="[H]/N=C(/NN)[C@H](F)Cl" homo_ev=-9.47 charge=0
H -0.887 1.773 0.826 0.4 -0.3 -0.1 0.05
N -0.007 1.368 0.482 -1.0 -0.2 0.2 0.11
C -0.149 0.140 0.153 1.1 0.0 -0.6 -0.46
N 0.938 -0.475 -0.474 -1.5 -0.4 0.6 -0.08
N 2.048 0.320 -0.592 1.4 2.1 0.0 -0.03
C -1.376 -0.709 0.346 -0.1 -1.8 2.0 -0.71
F -1.266 -1.866 -0.381 0.4 -0.4 -0.3 -0.07
Cl -2.846 0.041 -0.172 -0.6 0.7 -0.1 0.71
H 1.078 -1.490 -0.613 -0.5 1.3 0.3 0.15
H 2.139 0.916 0.279 -0.1 -1.1 -1.0 0.09
H 1.853 1.079 -1.291 0.1 -1.1 0.6 0.10
H -1.526 -1.097 1.437 0.4 1.2 -1.7 0.15

***

36
Properties=species:S:1:pos:R:3:forces:R:3:lowdin_charge:R:1 method="wB97M-V/def2-TZVPD" e_lumo_ev=2.38 homo_ev=-5.28 charge=-1
C 4.817 -0.354 -0.136 -0.1 -0.4 0.2 -0.04
C 3.434 -0.981 0.142 0.9 -0.3 -0.3 -0.44
O 3.521 -2.386 -0.138 -0.1 -0.3 0.0 -0.07
C 2.330 -0.457 -0.765 0.2 0.3 0.7 -0.07
C 1.516 0.712 -0.200 1.1 -1.3 0.0 -0.54
N 2.236 1.926 -0.569 0.2 0.0 0.2 0.12
O 0.226 0.594 -0.691 -0.3 1.2 -0.5 0.01
B -0.564 1.547 0.059 -1.1 -1.4 1.3 -1.21
I -0.667 3.637 -0.881 0.2 0.6 -0.2 0.65
C -2.129 1.158 0.359 0.4 0.0 -1.1 -0.18
C -2.647 -0.039 -0.446 -1.1 0.1 0.1 -0.21
C -4.198 0.088 -0.579 1.5 -0.2 1.2 -0.22
S -5.105 -1.417 -0.348 -1.9 0.9 -1.3 0.57
O -5.107 -2.217 -1.526 1.3 -0.9 -0.7 -0.29
O -6.436 -1.071 0.040 -0.6 0.5 1.1 -0.31
O -4.417 -2.195 0.858 0.3 0.1 -0.1 -0.15
O 0.131 1.536 1.393 0.3 1.0 0.1 -0.07
C 1.229 0.777 1.340 -1.6 0.7 -1.0 -0.84
F 2.201 1.343 2.071 1.0 -0.2 0.6 0.03
I 0.615 -1.108 2.285 0.2 -0.6 0.2 0.90
H 5.545 -1.159 -0.106 0.2 -0.1 0.0 0.07
H 4.888 0.073 -1.131 0.0 0.2 -0.1 0.07
H 5.121 0.353 0.627 -0.1 0.4 0.0 0.07
H 3.227 -0.856 1.201 -0.3 0.1 0.1 0.07
H 4.162 -2.783 0.466 -0.2 0.1 -0.1 0.08
H 2.804 -0.087 -1.668 -0.2 0.0 -0.4 0.12
H 1.666 -1.263 -1.032 -0.2 -0.2 0.1 0.12
H 3.220 1.733 -0.412 0.0 0.1 -0.1 0.07
H 2.017 2.705 0.044 -0.3 0.1 -0.2 0.05
H -2.283 0.980 1.420 0.1 -0.1 0.2 0.10
H -2.758 2.005 0.105 -0.1 0.2 0.0 0.03
H -2.231 -0.094 -1.444 0.3 -0.1 -0.1 0.11
H -2.472 -0.969 0.080 0.5 -0.2 0.0 0.09
H -4.484 0.548 -1.512 -0.4 -0.4 -0.4 0.11
H -4.522 0.765 0.199 -0.4 -0.1 0.3 0.10
H -4.889 -3.047 0.895 0.2 0.1 0.1 0.10

***

77
Properties=species:S:1:pos:R:3:forces:R:3:lowdin_charge:R:1 method="wB97M-V/def2-TZVPD" e_lumo_ev="-6.16 / -6.10" multiplicity=2 s2=0.753 homo_ev="-13.51 / -14.25" charge=+2
Ti 0.943 -0.189 1.137 0.4 1.0 0.3 0.92
C 2.010 2.010 1.968 0.2 0.8 -0.1 -0.14
C 3.041 1.524 0.887 0.5 0.7 -0.2 -0.12
N 3.035 0.063 0.933 1.1 -0.2 0.2 -0.15
C 3.426 -0.846 -0.148 0.4 -0.2 -0.5 -0.08
C 2.775 -2.168 0.232 0.2 -0.4 -0.1 -0.22
C 3.221 -3.441 -0.065 -0.1 0.2 0.0 0.04
C 2.511 -4.533 0.440 -0.2 0.4 0.1 0.02
C 1.401 -4.325 1.249 0.1 0.2 -0.1 0.03
C 0.983 -3.022 1.477 0.0 -0.2 0.1 -0.19
C -0.228 -2.632 2.297 -0.1 -0.5 0.0 -0.07
N -0.288 -1.169 2.463 -0.9 -0.7 0.6 -0.13
C 0.072 -0.642 3.787 -0.1 0.4 0.8 -0.14
C 0.443 0.844 3.625 -0.6 0.0 0.8 -0.15
N 1.657 0.861 2.809 0.5 0.4 1.1 -0.15
N 1.654 -1.989 0.956 0.8 -2.4 -0.1 0.01
H 1.091 2.356 1.475 0.2 0.1 0.2 0.09
H 2.429 2.846 2.548 -0.2 -0.2 -0.2 0.15
H 4.033 1.945 1.105 -0.2 -0.1 -0.2 0.14
H 2.739 1.865 -0.111 0.1 -0.1 0.3 0.12
H 3.589 -0.226 1.743 -0.4 0.0 -0.2 0.15
H 4.514 -0.957 -0.250 -0.2 0.1 -0.1 0.15
H 3.019 -0.491 -1.105 0.2 -0.1 0.2 0.12
H 4.098 -3.599 -0.673 0.1 0.1 0.0 0.13
H 2.839 -5.538 0.220 0.0 -0.1 0.0 0.13
H 0.874 -5.157 1.686 -0.1 -0.1 0.0 0.13
H -0.206 -3.143 3.266 -0.1 0.0 -0.1 0.15
H -1.123 -2.980 1.765 0.1 0.1 0.1 0.15
H -1.240 -0.846 2.260 0.3 -0.1 0.0 0.10
H -0.753 -0.758 4.504 0.2 0.0 -0.1 0.15
H 0.941 -1.197 4.172 -0.2 0.1 -0.1 0.14
H 0.589 1.308 4.611 -0.1 0.0 -0.2 0.15
H -0.365 1.378 3.102 0.2 -0.1 0.2 0.13
H 2.445 0.648 3.425 -0.2 -0.2 -0.3 0.16
C -4.700 0.315 1.956 0.0 0.0 0.1 -0.03
C -3.479 1.048 1.507 0.2 -0.1 -0.1 -0.24
C -3.368 2.427 1.648 0.2 0.0 -0.1 0.02
C -2.257 3.125 1.191 -0.1 -0.1 0.1 -0.24
C -2.216 4.617 1.266 0.0 0.1 0.0 -0.03
C -1.208 2.414 0.610 -0.1 -0.3 -0.1 -0.01
C -1.275 1.024 0.479 -0.8 0.5 0.3 -0.33
C -2.427 0.357 0.919 0.0 0.3 -0.1 -0.03
N -0.248 0.269 -0.126 -1.1 0.6 -1.5 -0.09
C -0.310 0.077 -1.574 0.1 -0.1 -0.7 -0.42
C 0.720 1.025 -2.214 -0.2 -0.3 -0.3 -0.08
C 0.801 0.780 -3.719 0.3 0.2 -0.1 -0.28
C 1.195 -0.675 -3.972 -0.1 0.0 0.0 -0.11
C 0.124 -1.599 -3.395 0.1 -0.3 0.0 -0.28
C -1.229 -1.289 -4.031 0.0 0.0 0.1 -0.11
C -1.611 0.156 -3.719 -0.1 0.0 -0.1 -0.27
C -0.563 1.079 -4.340 0.0 0.0 0.1 -0.10
C -1.681 0.375 -2.202 0.1 -0.1 0.0 -0.06
C 0.037 -1.388 -1.881 0.0 0.2 -0.3 -0.08
H -5.565 0.970 1.969 -0.1 0.0 0.0 0.09
H -4.566 -0.074 2.967 0.0 0.0 0.1 0.09
H -4.898 -0.525 1.297 -0.1 -0.1 0.0 0.09
H -4.191 2.975 2.081 -0.1 0.1 0.1 0.13
H -3.027 4.997 1.880 0.0 0.1 0.0 0.09
H -2.326 5.036 0.267 0.0 0.1 0.0 0.10
H -1.273 4.976 1.672 0.1 0.0 0.0 0.09
H -0.377 2.963 0.177 0.0 -0.1 0.0 0.12
H -2.535 -0.702 0.695 0.0 0.0 0.1 0.13
H 1.700 0.857 -1.750 0.0 0.1 0.0 0.09
H 0.423 2.060 -2.022 0.0 0.0 0.1 0.13
H 1.554 1.444 -4.151 0.0 0.0 0.0 0.15
H 2.161 -0.888 -3.504 0.1 0.0 0.0 0.11
H 1.307 -0.851 -5.041 0.0 0.0 -0.1 0.13
H 0.394 -2.640 -3.593 0.0 0.0 0.0 0.15
H -1.988 -1.977 -3.658 -0.1 -0.1 0.0 0.13
H -1.164 -1.420 -5.112 0.0 -0.1 -0.1 0.13
H -2.593 0.377 -4.147 0.1 0.0 0.0 0.15
H -0.827 2.125 -4.172 0.0 0.1 0.0 0.13
H -0.523 0.914 -5.416 0.0 0.1 -0.1 0.13
H -2.442 -0.281 -1.773 0.0 0.0 0.0 0.13
H -1.974 1.407 -1.994 0.0 0.0 0.0 0.13
H 0.993 -1.647 -1.413 -0.1 0.0 -0.1 0.09
H -0.738 -2.034 -1.454 0.0 0.0 0.1 0.13

***

19
Properties=species:S:1:pos:R:3:forces:R:3:lowdin_charge:R:1 method="wB97M-V/def2-TZVPD" e_lumo_ev="4.16 / 3.99" multiplicity=2 s2=0.753 homo_ev="1.18 / -3.66" charge=-1
C -0.648 2.024 -1.249 -2.6 -2.1 1.1 -0.34
C 0.246 0.791 -1.152 1.5 -0.7 0.0 -0.32
C 0.274 0.131 0.252 1.1 1.5 -2.3 -0.18
C 1.135 -0.831 0.673 1.1 1.2 0.0 -0.38
N 0.727 -1.795 1.513 -1.2 -2.7 2.3 -0.15
C -0.342 -2.694 0.961 0.8 -1.0 -1.5 -0.34
N -0.691 3.015 -0.140 -0.2 0.2 -0.2 -0.04
H -1.576 1.314 -1.299 0.3 2.6 0.5 0.12
H -0.626 2.517 -2.230 0.3 0.0 0.4 0.09
H 1.195 0.972 -1.688 0.2 -0.2 0.9 0.08
H -0.235 0.014 -1.809 0.3 0.4 0.2 0.07
H -0.677 0.276 0.718 -0.6 -0.7 0.4 0.07
H 2.244 -0.894 0.651 -0.8 0.8 -1.2 0.08
H 1.539 -2.296 1.853 -0.4 -0.3 0.1 0.06
H -1.029 -3.421 1.578 1.5 1.8 -0.4 0.04
H 0.172 -3.358 0.132 -0.9 0.8 1.3 0.02
H -0.874 -1.930 0.393 -0.9 -0.8 0.1 0.02
H 0.230 3.392 0.044 0.1 -0.1 -0.2 0.04
H -1.063 2.773 0.796 0.3 -0.6 -1.3 0.06

***

52
Properties=species:S:1:pos:R:3:forces:R:3:lowdin_charge:R:1 method="wB97M-V/def2-TZVPD" e_lumo_ev=2.58 homo_ev=-6.87 charge=-1
C -2.598 -0.025 -0.872 0.7 -0.1 -0.7 -0.20
O -1.595 -0.838 -1.502 0.0 -0.6 0.4 -0.15
C -2.017 1.143 -0.075 1.3 -0.8 0.3 -0.16
C -2.229 1.062 1.435 -0.8 1.1 -0.3 -0.16
C -1.955 -0.269 2.045 0.3 -0.1 0.6 -0.34
C -2.647 -0.730 3.084 -1.2 -0.9 -0.3 0.04
C 0.381 -0.780 2.331 -0.2 0.5 -0.1 0.03
C -0.731 -1.035 1.649 0.3 0.5 0.2 -0.13
H -3.198 0.338 -1.698 -0.8 0.1 0.1 0.11
H -3.118 -0.747 -0.240 -0.5 0.4 -0.1 0.10
H -0.933 1.041 -0.215 -0.1 0.1 0.0 0.09
H -2.209 2.131 -0.480 -0.4 0.0 0.0 0.11
H -3.221 1.427 1.723 -0.3 -0.5 -0.1 0.11
H -1.622 1.830 1.913 0.6 -0.1 0.0 0.12
H -3.592 -0.316 3.429 0.2 0.5 -0.1 0.06
H -2.504 -1.729 3.488 0.6 0.2 0.1 0.06
H 1.335 -1.280 2.293 0.0 -0.2 -0.5 0.05
H 0.355 0.119 2.943 0.0 -0.3 0.5 0.05
H -0.781 -1.705 0.807 0.0 -0.4 0.1 0.08
H 1.765 -0.383 -0.540 0.2 0.5 0.3 0.02
H 0.981 0.395 -1.726 -0.2 -0.2 -0.9 -0.01
O 1.770 0.573 -0.709 -0.2 -0.4 0.0 -0.32
H 3.529 0.922 -0.308 0.0 -0.2 0.5 -0.02
H 4.264 0.524 1.016 -0.3 0.0 -0.1 0.01
O 4.387 0.959 0.171 0.3 0.2 -0.3 -0.09
H 2.172 2.986 2.407 0.1 -0.1 0.0 0.04
H 1.553 1.987 3.370 0.0 0.3 -0.1 0.02
O 1.702 2.936 3.249 0.1 -0.3 -0.1 -0.05
H -0.890 -0.361 -1.993 0.0 0.4 0.0 0.02
H 1.363 -0.379 -3.025 -0.5 -0.2 -0.3 0.01
O 0.534 0.059 -2.767 0.7 0.4 0.8 -0.23
H 0.142 4.082 0.270 -0.2 0.4 0.0 -0.02
H 0.659 4.355 1.655 -0.3 0.2 0.2 -0.01
O 0.064 4.738 0.998 0.3 -0.4 0.0 -0.10
H 2.108 1.801 -3.511 -0.1 -0.1 -0.1 0.02
H 2.424 1.497 -2.063 0.4 0.1 -0.3 -0.03
O 2.661 2.113 -2.791 0.1 0.1 0.1 -0.08
H 3.506 -2.326 -2.068 -0.3 0.0 0.2 0.04
H 1.948 -2.610 -2.249 -0.1 0.0 0.3 -0.01
O 2.777 -2.390 -2.690 0.3 0.1 -0.6 -0.06
H -0.598 -2.209 -2.121 0.1 -0.2 1.0 0.02
H -0.061 -2.873 -3.259 0.5 -0.6 -0.1 0.07
O -0.005 -2.973 -2.299 -0.6 0.6 -0.6 -0.07
H 1.011 2.272 -0.968 -0.5 0.1 0.4 0.01
H 0.363 3.214 -1.964 0.0 0.0 0.6 0.08
O 0.296 2.939 -1.031 0.4 0.0 -0.9 -0.07
H -2.594 -2.999 0.186 0.2 0.1 -0.1 0.01
H -3.154 -2.799 1.606 0.1 0.0 -0.3 0.01
O -3.281 -3.294 0.786 -0.4 -0.2 0.2 -0.05
H 1.258 -4.078 0.282 -0.2 0.0 0.0 0.03
H -0.103 -3.999 -0.390 0.2 -0.1 -0.1 0.00
O 0.332 -4.315 0.415 0.1 0.1 0.0 -0.06

***

21
Properties=species:S:1:pos:R:3:forces:R:3:lowdin_charge:R:1 method="wB97M-V/def2-TZVPD" e_lumo_ev=-3.15 homo_ev=-12.34 charge=+1
C 0.832 1.259 -0.037 2.9 1.9 -1.2 -0.18
C -0.565 1.565 -0.413 -0.5 2.0 2.7 -0.28
C -1.404 0.321 -0.305 0.6 -2.9 -2.9 -0.47
S -1.269 -0.901 1.123 0.4 1.0 -0.9 0.82
C -2.852 -0.758 1.923 -1.4 -1.7 0.6 -0.43
N 1.280 0.007 -0.874 1.5 0.9 2.2 0.17
H 1.088 1.204 1.070 -0.6 -1.0 -1.5 0.15
H 1.537 2.075 -0.381 -0.8 -0.8 0.2 0.14
H -0.880 2.410 0.309 0.1 -1.5 -0.5 0.16
H -0.656 2.148 -1.329 0.0 -0.8 -0.6 0.13
H -2.404 0.599 -0.403 -1.8 0.2 -0.1 0.05
H -1.209 -0.369 -1.356 -0.6 1.8 2.8 0.15
H -2.832 -1.282 2.901 0.6 0.9 -0.3 0.06
H -3.250 0.219 1.976 0.2 1.3 0.6 0.03
H -3.702 -1.300 1.491 0.6 -0.3 -0.9 0.05
H 1.052 -0.007 -1.873 -0.1 0.5 0.3 0.17
H 0.710 -0.697 -0.393 0.9 -0.8 -0.4 0.08
H 2.344 -0.059 -0.750 -1.8 -0.9 -0.2 0.16
H 4.525 -2.094 -0.263 -1.0 1.0 -1.0 0.09
H 3.767 -2.583 -1.452 -0.2 0.3 -0.3 0.05
O 3.889 -1.756 -0.963 1.1 -1.1 1.3 -0.08

***

22
Properties=species:S:1:pos:R:3:forces:R:3:lowdin_charge:R:1 method="wB97M-V/def2-TZVPD" e_lumo_ev=0.82 smiles=C[C@@H](CO)NCCN homo_ev=-8.86 charge=0
C 1.602 1.083 -0.160 0.1 0.5 -0.2 -0.04
C 0.127 1.145 -0.579 -0.3 -0.1 0.6 -0.36
C -0.147 1.180 -2.085 0.9 0.1 -0.9 -0.19
O 0.899 0.720 -2.966 -0.2 -0.3 0.4 -0.08
N -0.724 0.102 0.001 0.1 -0.2 -0.7 -0.05
C -0.710 -0.176 1.414 0.1 -0.1 0.2 -0.25
C -1.304 -1.565 1.677 -0.2 0.6 -0.2 -0.28
N -0.488 -2.699 1.268 0.6 0.1 0.0 0.00
H 1.670 0.727 0.863 0.1 -0.3 0.0 0.05
H 2.082 2.070 -0.122 -0.2 -0.1 -0.3 0.09
H 2.200 0.459 -0.822 0.0 -0.3 0.2 0.07
H -0.283 2.066 -0.188 0.0 0.5 0.2 0.13
H -1.005 0.569 -2.327 -0.2 -0.2 0.1 0.11
H -0.386 2.183 -2.414 -0.1 0.5 0.2 0.11
H 1.765 0.914 -2.594 -0.2 0.2 0.0 0.05
H -0.636 -0.733 -0.559 0.1 -0.2 0.1 0.10
H -1.309 0.573 1.935 -0.1 0.1 0.1 0.12
H 0.289 -0.132 1.856 0.2 -0.1 0.1 0.09
H -1.553 -1.658 2.738 0.1 -0.1 -0.1 0.11
H -2.234 -1.566 1.111 -0.2 -0.3 0.1 0.11
H 0.437 -2.593 1.683 -0.2 -0.2 0.1 0.07
H -0.294 -2.671 0.272 -0.3 -0.1 0.0 0.05

***

21
Properties=species:S:1:pos:R:3:forces:R:3:lowdin_charge:R:1 method="wB97M-V/def2-TZVPD" e_lumo_ev="3.23 / 3.08" multiplicity=2 s2=0.750 homo_ev="0.49 / -6.34" charge=-1
C 0.747 0.591 -1.181 2.2 0.9 0.4 -0.07
C -0.622 1.036 -1.518 -1.7 1.1 -0.9 -0.58
N -1.666 0.775 -0.674 1.7 -0.5 0.6 0.01
C -1.463 0.017 0.550 -1.4 -0.2 0.1 -0.22
O -0.830 1.778 -2.483 0.4 -0.6 0.1 -0.01
H 1.234 1.479 -0.722 -0.4 -0.5 -0.1 0.08
H 0.965 -0.205 -0.489 -0.7 -0.2 0.0 0.02
H 1.433 0.422 -2.003 -0.7 -0.1 -0.7 0.09
H -2.588 0.984 -0.999 -0.1 0.2 -0.2 0.12
H -1.993 0.479 1.397 0.4 0.2 -0.1 0.07
H -0.404 -0.066 0.732 -0.1 -0.1 0.4 0.03
H -1.877 -0.988 0.476 0.2 0.0 0.0 0.03
H 0.060 2.026 1.127 -0.3 0.0 0.0 0.01
H 0.789 3.372 1.123 -0.1 0.2 0.0 0.04
O 0.932 2.425 1.127 0.4 0.2 0.4 -0.06
H -0.165 -2.453 -0.364 -0.2 -0.4 -0.2 -0.05
H -0.968 -3.476 0.498 0.0 0.0 -0.2 -0.03
O -0.322 -2.745 0.553 0.4 0.1 0.3 -0.33
H 1.822 -1.384 0.473 -0.4 -0.1 -0.2 -0.05
H 2.313 -2.437 1.415 0.0 0.2 -0.2 0.02
O 2.602 -1.629 0.963 0.5 -0.4 0.5 -0.13

***

ΔE to the lowest compared entry with this formula, charge and spin
In order: 25.0 0.0 134.4 272.5 210.9 189.0 204.2 48.0
Unit: kJ/mol